Entry 1:
C7H11CrF3N4O6S2 | ωB97M-V/def2-TZVPD

Last column: natural (NBO) charge in e.
Positions of all 34 atoms, in Å:
1 Cr 1.00 -1.48 -0.82  0.76
2 N 1.06 -2.33 1.13  -0.61
3 N 2.33 -2.09 1.69  -0.52
4 C 3.31 -1.70 0.75  0.88
5 O 4.48 -1.70 1.05  -0.66
6 O 2.80 -1.34 -0.40  -0.65
7 H 0.33 -2.01 1.76  0.38
8 H 0.88 -3.32 0.93  0.43
9 H 2.67 -2.78 2.35  0.38
10 F 0.04 -6.51 -0.15  -0.40
11 C -1.00 -5.62 0.15  1.14
12 F -1.88 -6.42 0.88  -0.40
13 F -0.40 -4.84 1.20  -0.46
14 S -0.47 -3.04 -1.86  1.58
15 O -1.48 -4.99 -0.78  -0.80
16 O -0.86 -2.19 -0.62  -0.88
17 O 0.92 -3.49 -1.50  -0.90
18 S 0.35 -1.14 -2.91  -0.47
19 N 0.60 0.44 -0.28  -0.36
20 C 0.07 1.46 -0.23  0.56
21 N -0.50 2.65 -0.20  -0.47
22 C -0.58 3.43 -1.44  -0.23
23 C -0.60 4.90 -1.06  -0.08
24 O -1.66 5.17 -0.16  -0.52
25 C -1.51 4.44 1.05  -0.08
26 C -1.53 2.95 0.78  -0.23
27 H -1.49 3.17 -1.98  0.20
28 H 0.28 3.19 -2.06  0.23
29 H -0.78 5.52 -1.94  0.20
30 H 0.35 5.18 -0.61  0.17
31 H -2.33 4.73 1.70  0.20
32 H -0.56 4.72 1.53  0.17
33 H -2.51 2.66 0.39  0.20
34 H -1.33 2.38 1.69  0.23

⟨S²⟩	0.7629
2S+1	2
E	-3084.3507	Eh
HOMO (spin up / spin down)	-5.1 / -5.0	eV
lowest unoccupied orbital energy (spin up / spin down)	2.079 / 2.077	eV
charge	-1

=====

Entry 2:
C21H33Cl2MnSSi2Te | ωB97M-V/def2-TZVPD

Last column: natural (NBO) charge in e.
Positions of all 61 atoms, in Å:
1 Mn -0.66 4.54 -0.17  0.78
2 C 1.97 5.26 -2.40  -0.66
3 C 1.42 5.26 -1.01  0.05
4 C 1.53 4.11 -0.19  -0.24
5 C 1.09 4.11 1.14  -0.19
6 C 0.48 5.25 1.68  -0.22
7 C 0.31 6.38 0.87  -0.18
8 C 0.78 6.38 -0.45  -0.22
9 H 1.33 4.68 -3.08  0.26
10 H 2.96 4.80 -2.42  0.27
11 H 2.04 6.27 -2.80  0.26
12 H 1.99 3.22 -0.60  0.27
13 H 1.21 3.22 1.75  0.27
14 H 0.13 5.26 2.71  0.29
15 H -0.17 7.27 1.26  0.29
16 H 0.65 7.27 -1.06  0.28
17 Cl -2.90 5.12 -0.39  0.17
18 C -3.69 3.57 -0.63  0.08
19 C -5.04 3.57 -0.73  -0.22
20 C -5.70 2.34 -0.95  -0.03
21 C -4.99 1.16 -1.08  -0.23
22 C -3.61 1.18 -0.97  0.05
23 Cl -2.75 -0.28 -1.14  0.13
24 C -2.89 2.40 -0.73  -0.31
25 S -1.20 2.40 -0.59  0.25
26 H -5.62 4.48 -0.64  0.28
27 H -6.78 2.32 -1.04  0.27
28 H -5.50 0.22 -1.26  0.28
29 C -0.73 -4.08 4.19  -1.13
30 Si -0.97 -3.20 2.58  1.65
31 C -1.64 -1.46 2.79  -1.13
32 C -1.94 -4.15 1.32  -1.13
33 C 0.81 -2.97 1.84  -1.14
34 Te 0.79 -1.81 0.10  1.10
35 C 1.12 -3.34 -1.27  -1.14
36 Si 3.02 -3.61 -1.66  1.65
37 C 3.93 -3.67 -0.03  -1.14
38 C 3.06 -5.22 -2.57  -1.13
39 C 3.52 -2.14 -2.68  -1.13
40 H -1.70 -4.41 4.59  0.27
41 H -0.27 -3.44 4.94  0.26
42 H -0.11 -4.97 4.08  0.26
43 H -2.54 -1.47 3.41  0.27
44 H -1.91 -1.01 1.83  0.22
45 H -0.92 -0.81 3.30  0.24
46 H -2.97 -4.31 1.66  0.27
47 H -1.51 -5.14 1.14  0.26
48 H -2.01 -3.63 0.36  0.22
49 H 1.25 -3.93 1.57  0.27
50 H 1.45 -2.47 2.57  0.27
51 H 0.60 -3.07 -2.19  0.27
52 H 0.68 -4.25 -0.85  0.27
53 H 3.62 -4.52 0.58  0.25
54 H 3.81 -2.76 0.56  0.23
55 H 5.00 -3.78 -0.22  0.28
56 H 2.71 -6.05 -1.95  0.26
57 H 4.08 -5.45 -2.88  0.27
58 H 2.45 -5.19 -3.48  0.26
59 H 3.19 -1.19 -2.24  0.22
60 H 3.11 -2.20 -3.69  0.26
61 H 4.61 -2.09 -2.77  0.27

⟨S²⟩	4.2460
2S+1	4
E	-4135.5861	Eh
HOMO (spin up / spin down)	-16.6 / -17.3	eV
lowest unoccupied orbital energy (spin up / spin down)	-9.954 / -11.991	eV
charge	+3

=====

Entry 3:
C16H36ClF9NO16S7 | ωB97M-V/def2-TZVPD

Last column: Löwdin charge in e.
Positions of all 86 atoms, in Å:
1 O 2.36 -2.03 1.38  -0.37
2 S 1.18 -1.31 1.04  0.21
3 O 0.06 -2.14 0.74  -0.37
4 Cl 0.69 -0.22 2.75  0.38
5 N 1.46 -0.35 -0.26  -0.33
6 S 1.97 1.15 0.11  0.47
7 O 2.59 1.69 -1.08  -0.34
8 O 2.96 1.17 1.17  -0.39
9 C 0.56 2.28 0.48  -0.21
10 C -0.73 1.50 0.16  -0.14
11 C -1.96 2.42 -0.04  -0.45
12 F -1.63 3.61 0.56  0.09
13 F -2.17 2.71 -1.33  0.13
14 C -3.23 1.95 0.73  -0.47
15 F -3.98 3.02 0.99  0.12
16 F -2.94 1.46 1.90  0.16
17 S -4.34 0.72 -0.18  0.80
18 F -5.59 1.17 0.71  -0.15
19 F -4.79 1.76 -1.28  -0.11
20 F -3.16 0.14 -1.06  -0.11
21 F -4.04 -0.38 0.94  -0.14
22 F -5.31 -0.37 -0.87  -0.15
23 H 0.62 3.11 -0.22  0.08
24 H 0.59 2.65 1.51  0.10
25 H -0.59 1.02 -0.82  0.12
26 H -0.93 0.69 0.87  0.07
27 O 6.17 2.35 2.89  -0.28
28 S 6.85 1.14 2.54  0.59
29 O 7.63 0.43 3.51  -0.29
30 O 7.77 1.44 1.26  -0.26
31 C 8.73 2.50 1.35  -0.27
32 C 9.92 2.14 2.22  -0.08
33 C 5.73 0.03 1.77  -0.11
34 H 8.24 3.42 1.71  0.11
35 H 9.07 2.70 0.33  0.12
36 H 9.62 2.00 3.26  0.07
37 H 10.67 2.93 2.19  0.08
38 H 10.37 1.21 1.89  0.08
39 H 5.16 0.56 1.01  0.06
40 H 5.06 -0.35 2.53  0.09
41 H 6.30 -0.79 1.33  0.08
42 O 2.46 4.44 0.14  -0.27
43 S 3.08 5.42 0.98  0.59
44 O 2.32 6.17 1.93  -0.28
45 O 3.90 6.43 0.05  -0.26
46 C 3.20 7.12 -0.99  -0.26
47 C 2.29 8.21 -0.46  -0.08
48 C 4.45 4.68 1.80  -0.12
49 H 2.64 6.40 -1.60  0.12
50 H 3.96 7.56 -1.64  0.12
51 H 1.48 7.79 0.14  0.07
52 H 1.84 8.77 -1.28  0.08
53 H 2.85 8.90 0.18  0.08
54 H 5.04 4.13 1.08  0.07
55 H 4.05 4.00 2.55  0.08
56 H 5.03 5.46 2.28  0.08
57 O -5.00 -3.08 -6.33  -0.28
58 S -3.68 -2.97 -5.79  0.57
59 O -2.88 -4.13 -5.56  -0.27
60 O -3.74 -2.09 -4.47  -0.26
61 C -4.61 -2.51 -3.40  -0.24
62 C -4.07 -3.73 -2.67  -0.06
63 C -2.75 -1.84 -6.77  -0.13
64 H -5.62 -2.70 -3.79  0.12
65 H -4.68 -1.69 -2.70  0.09
66 H -4.05 -4.60 -3.32  0.07
67 H -4.70 -3.97 -1.81  0.07
68 H -3.05 -3.55 -2.33  0.09
69 H -3.33 -0.94 -6.93  0.07
70 H -2.53 -2.33 -7.72  0.07
71 H -1.82 -1.62 -6.25  0.08
72 O -4.27 -5.38 0.64  -0.27
73 S -4.28 -6.27 1.76  0.57
74 O -3.54 -7.49 1.74  -0.27
75 O -5.80 -6.59 2.15  -0.27
76 C -6.66 -7.13 1.14  -0.26
77 C -6.34 -8.59 0.84  -0.08
78 C -3.84 -5.38 3.21  -0.12
79 H -6.60 -6.52 0.24  0.11
80 H -7.67 -7.05 1.53  0.12
81 H -5.36 -8.69 0.39  0.07
82 H -7.07 -8.99 0.14  0.08
83 H -6.36 -9.18 1.75  0.08
84 H -4.42 -4.46 3.25  0.08
85 H -2.78 -5.15 3.14  0.08
86 H -4.03 -6.00 4.08  0.07

E	-6036.1025	Eh
HOMO	-6.6	eV
lowest unoccupied orbital energy	2.028	eV
charge	-1

=====

Entry 4:
C25H37Cl3F5NNiO6Te | ωB97M-V/def2-TZVPD

Last column: Löwdin charge in e.
Positions of all 79 atoms, in Å:
1 Ni 0.63 1.00 0.30  0.70
2 O 3.08 3.14 2.17  -0.32
3 Cl 3.03 1.73 1.93  0.70
4 O 4.01 1.04 2.71  -0.32
5 O 1.69 1.22 2.29  -0.38
6 O 3.20 1.43 0.52  -0.40
7 Cl 0.30 -0.52 -5.21  0.49
8 C 1.28 0.41 -4.05  -0.97
9 Cl 0.38 0.84 -2.61  0.71
10 H 1.60 1.33 -4.53  0.03
11 H 2.12 -0.21 -3.76  0.00
12 F 0.74 4.09 -2.71  -0.41
13 Te 2.04 3.95 -1.34  1.77
14 F 3.65 4.07 -0.42  -0.36
15 F 1.51 5.54 -0.50  -0.38
16 F 2.87 2.60 -2.34  -0.39
17 F 2.93 5.14 -2.51  -0.40
18 O 0.89 2.99 -0.34  -0.60
19 C -5.54 0.54 -2.29  -0.07
20 C -4.19 0.04 -1.82  -0.30
21 C -3.70 -1.18 -2.25  -0.06
22 C -2.46 -1.61 -1.79  -0.28
23 C -1.88 -2.93 -2.25  -0.05
24 C -1.73 -0.83 -0.93  -0.09
25 C -2.17 0.45 -0.48  -0.31
26 C -3.44 0.84 -0.96  -0.03
27 N -1.37 1.17 0.37  -0.02
28 C -1.95 2.30 1.13  -0.60
29 C -0.94 2.74 2.20  -0.07
30 C -3.20 1.85 1.91  -0.05
31 C -2.22 3.55 0.27  -0.04
32 H -5.99 -0.16 -3.00  0.06
33 H -5.45 1.51 -2.79  0.07
34 H -6.23 0.66 -1.45  0.07
35 H -4.28 -1.80 -2.93  0.09
36 H -2.66 -3.57 -2.67  0.06
37 H -1.39 -3.46 -1.43  0.07
38 H -1.13 -2.77 -3.03  0.06
39 H -0.78 -1.19 -0.56  0.07
40 H -3.87 1.78 -0.67  0.08
41 H -0.62 1.88 2.79  0.06
42 H -1.42 3.45 2.87  0.08
43 H -0.06 3.22 1.77  0.06
44 H -2.89 1.34 2.82  0.07
45 H -3.84 1.17 1.35  0.06
46 H -3.80 2.73 2.20  0.07
47 H -1.31 3.82 -0.26  0.06
48 H -2.51 4.38 0.91  0.08
49 H -3.01 3.41 -0.48  0.06
50 C -0.15 -1.20 3.98  -0.06
51 C -0.13 -2.25 2.86  -0.37
52 C -1.27 -2.02 1.88  -0.07
53 C 1.24 -2.46 2.23  -0.12
54 C 2.07 -3.37 2.88  -0.08
55 C 3.29 -3.78 2.38  -0.13
56 C 3.65 -3.31 1.12  -0.07
57 C 2.87 -2.40 0.43  -0.13
58 C 3.29 -2.04 -0.99  -0.36
59 C 3.83 -0.62 -1.15  -0.07
60 C 2.19 -2.33 -2.01  -0.08
61 C 1.70 -1.86 1.03  -0.27
62 O 1.06 -0.89 0.40  -0.19
63 H -1.16 -1.12 4.40  0.07
64 H 0.15 -0.23 3.60  0.05
65 H 0.53 -1.48 4.78  0.07
66 H -0.34 -3.22 3.35  0.11
67 H -1.25 -1.01 1.46  0.04
68 H -2.23 -2.15 2.38  0.08
69 H -1.23 -2.72 1.04  0.08
70 H 1.71 -3.79 3.82  0.10
71 H 3.91 -4.48 2.92  0.08
72 H 4.57 -3.67 0.66  0.10
73 H 4.12 -2.73 -1.22  0.11
74 H 3.04 0.12 -1.05  0.03
75 H 4.29 -0.51 -2.14  0.08
76 H 4.58 -0.39 -0.40  0.08
77 H 1.34 -1.67 -1.86  0.04
78 H 1.84 -3.36 -1.93  0.08
79 H 2.57 -2.18 -3.03  0.06

⟨S²⟩	2.0039
2S+1	3
E	-5137.1437	Eh
HOMO (spin up / spin down)	-1.9 / -1.8	eV
lowest unoccupied orbital energy (spin up / spin down)	4.262 / 4.260	eV
charge	-2

=====

Entry 5:
C24H42Br6O3 | ωB97M-V/def2-TZVPD

Last column: Löwdin charge in e.
Positions of all 75 atoms, in Å:
1 C -0.50 5.12 -6.93  -0.12
2 C -0.55 4.75 -5.61  -0.10
3 C -1.77 4.87 -4.93  -0.10
4 C -2.89 5.37 -5.57  -0.13
5 C -2.86 5.80 -6.85  -0.08
6 C -1.59 5.70 -7.57  -0.06
7 H 0.48 5.15 -7.39  0.10
8 H 0.28 4.46 -4.99  0.10
9 H -1.76 4.56 -3.90  0.10
10 H -3.76 5.49 -4.95  0.10
11 H -3.74 6.28 -7.24  0.10
12 H -1.32 6.13 -8.52  0.09
13 C 1.51 9.16 2.87  -0.09
14 C 1.44 9.17 1.46  -0.08
15 C 1.39 7.96 0.79  -0.11
16 C 1.44 6.77 1.49  -0.11
17 C 1.52 6.76 2.85  -0.10
18 C 1.46 7.96 3.52  -0.12
19 H 1.45 10.07 3.44  0.10
20 H 1.40 10.08 0.88  0.10
21 H 1.37 7.93 -0.28  0.10
22 H 1.28 5.85 0.95  0.10
23 H 1.64 5.87 3.45  0.10
24 H 1.56 8.00 4.60  0.10
25 Br 6.25 -1.32 5.25  0.60
26 C 7.89 -0.31 4.99  -0.72
27 C 7.91 0.44 3.64  -0.66
28 Br 9.61 1.46 3.49  0.57
29 H 8.77 -0.95 4.99  0.05
30 H 7.95 0.42 5.79  0.05
31 H 7.02 1.04 3.45  0.06
32 H 7.93 -0.29 2.84  0.05
33 Br 1.01 -0.64 1.02  0.56
34 C -0.94 -1.08 1.06  -0.65
35 C -1.39 -1.60 2.46  -0.67
36 Br -3.36 -1.62 2.74  0.57
37 H -1.23 -1.76 0.27  0.06
38 H -1.43 -0.15 0.79  0.04
39 H -0.94 -0.93 3.20  0.04
40 H -1.00 -2.59 2.71  0.05
41 Br -8.44 2.58 0.26  0.57
42 C -9.79 1.12 0.12  -0.65
43 C -11.23 1.72 0.02  -0.75
44 Br -12.58 0.39 -0.13  0.65
45 H -9.75 0.42 0.96  0.05
46 H -9.52 0.57 -0.78  0.05
47 H -11.34 2.24 -0.93  0.04
48 H -11.38 2.40 0.85  0.05
49 C -0.04 -7.48 -1.93  -0.11
50 C -0.46 -8.16 -0.68  -0.34
51 O 0.23 -7.59 0.42  -0.08
52 H -0.43 -6.46 -1.94  0.08
53 H -0.49 -8.12 -2.69  0.08
54 H 1.04 -7.42 -2.11  0.08
55 H -0.24 -9.22 -0.83  0.11
56 H -1.54 -8.06 -0.57  0.12
57 H 1.15 -7.46 0.17  0.07
58 C 5.05 -2.21 -7.37  -0.09
59 C 4.89 -2.44 -5.88  -0.32
60 O 5.25 -1.30 -5.10  -0.09
61 H 4.35 -1.50 -7.79  0.07
62 H 4.82 -3.15 -7.86  0.07
63 H 6.03 -1.91 -7.74  0.07
64 H 5.47 -3.26 -5.46  0.11
65 H 3.85 -2.71 -5.70  0.10
66 H 5.25 -1.46 -4.16  0.08
67 C -1.83 -7.80 8.34  -0.07
68 C -0.97 -7.67 7.00  -0.30
69 O -0.61 -8.95 6.46  -0.10
70 H -2.00 -6.82 8.79  0.06
71 H -1.34 -8.42 9.09  0.06
72 H -2.82 -8.20 8.13  0.06
73 H -0.10 -7.02 7.04  0.10
74 H -1.59 -7.24 6.22  0.10
75 H -0.44 -8.80 5.53  0.07

E	-16609.3743	Eh
SMILES	c1ccccc1.c1ccccc1.BrCCBr.BrCCBr.BrCCBr.CCO.CCO.CCO
HOMO	-9.2	eV
lowest unoccupied orbital energy	0.160	eV